# 1
DFT (ωB97M-V/def2-TZVPD) results for C29H39Cl2O2P3Sn as an isolated structure.

```
76
Properties=species:S:1:pos:R:3:lowdin_charge:R:1
P 0.99484 1.36227 -1.16321 1.10
C 2.74244 1.65277 -1.56051 -0.30
C 3.30024 1.11247 -2.71891 -0.08
H 2.72084 0.45377 -3.34981 0.11
C 4.61074 1.40597 -3.06121 -0.05
H 5.03794 0.97707 -3.95691 0.12
C 5.37084 2.24267 -2.25721 -0.04
H 6.39374 2.46877 -2.52501 0.12
C 4.81484 2.79267 -1.11101 -0.05
H 5.40164 3.44677 -0.48171 0.12
C 3.50494 2.50617 -0.76251 -0.07
H 3.09194 2.95127 0.13089 0.11
C 0.45664 -0.01963 -2.20771 -0.33
C 1.00204 -1.27863 -1.95231 -0.09
H 1.75924 -1.39473 -1.19031 0.10
C 0.58084 -2.37803 -2.68161 -0.05
H 1.01054 -3.35003 -2.48261 0.12
C -0.37946 -2.22803 -3.67411 -0.05
H -0.69956 -3.08553 -4.25041 0.12
C -0.91626 -0.97503 -3.93511 -0.04
H -1.65406 -0.85333 -4.71651 0.12
C -0.50366 0.12947 -3.20431 -0.05
H -0.93936 1.09737 -3.39451 0.12
C 0.14974 2.87307 -1.70871 -0.30
C 0.57764 3.55477 -2.84631 -0.06
H 1.38424 3.16347 -3.45111 0.12
C -0.03096 4.74687 -3.20371 -0.04
H 0.29854 5.27237 -4.08911 0.12
C -1.05186 5.27247 -2.42181 -0.04
H -1.51776 6.20757 -2.70031 0.12
C -1.46066 4.60627 -1.27541 -0.04
H -2.24136 5.02297 -0.65391 0.12
C -0.86046 3.40847 -0.91831 -0.08
H -1.15466 2.89397 -0.01581 0.10
Sn 0.03714 -0.07423 3.26519 0.37
C -1.70126 -0.90823 2.77209 -0.23
C -2.12476 -0.90443 1.47859 -0.35
H -2.30056 -1.38573 3.54359 0.05
C -1.18126 -0.28493 0.49769 -0.38
O -1.81896 0.64517 -0.40161 -0.04
H -1.11946 1.02027 -0.95221 0.00
C -0.01646 0.32747 1.26649 -0.28
H -0.77786 -1.04403 -0.17841 0.13
C 0.90944 1.03887 0.56259 -0.21
Cl -0.33226 -0.84253 5.56819 0.09
Cl 2.21254 1.06967 3.49979 0.12
P 1.27034 -2.07973 2.97069 0.72
C 2.13474 -2.62773 4.47769 -0.26
H 1.40474 -3.03153 5.17159 0.03
H 2.60564 -1.76693 4.94169 0.04
H 2.88344 -3.38153 4.24299 0.06
C 0.25774 -3.52723 2.49779 -0.21
H -0.21176 -3.33873 1.53509 0.03
H -0.52066 -3.65293 3.24549 0.05
H 0.85224 -4.43633 2.43769 0.07
C 2.59004 -2.03843 1.70889 -0.22
H 3.07904 -1.06893 1.75179 0.03
H 2.15164 -2.15893 0.72259 0.02
H 3.32384 -2.82433 1.87469 0.07
P -3.59396 -1.65193 0.89959 0.91
C -4.30406 -2.73563 2.16039 -0.16
C -3.27186 -2.64073 -0.58651 -0.14
H -4.56976 -2.15973 3.04199 0.07
H -3.58546 -3.49883 2.44319 0.07
H -5.20056 -3.21083 1.77049 0.07
H -2.93726 -1.98663 -1.38711 0.06
H -4.17266 -3.15973 -0.90401 0.08
H -2.49136 -3.36703 -0.37861 0.06
C -4.89606 -0.47453 0.43129 -0.14
H -5.07256 0.21187 1.25499 0.07
H -5.82166 -0.99403 0.19259 0.07
H -4.56066 0.08897 -0.43381 0.06
H 1.78774 1.37707 1.09119 0.00
O -0.94296 1.63457 3.53369 -0.10
H -1.50556 1.49267 4.33589 0.12
H -0.26316 2.29167 3.82499 0.11
```

Values from the calculation:
E_LUMO = -5.487 eV
frontier orbital gap = 8.8 eV
strongest force on any atom = 5.34 eV/Å
energy relative to the best compared isomer or geometry (same formula, charge and spin) = 0.000 eV
total charge = +2
E_HOMO = -0.525 Ha

***

# 2
DFT (ωB97M-V/def2-TZVPD) results for a 8-piece molecular cluster, C14H48N4O7 overall.

```
73
Properties=species:S:1:pos:R:3:lowdin_charge:R:1
N -0.13527 -0.03793 -0.70515 0.28
H -0.91970 0.57782 -0.86522 0.05
H 0.68639 0.54940 -0.70801 0.04
H 0.02049 -0.60862 -1.52378 0.06
H -0.10515 -0.49460 0.19521 0.06
C 0.43883 0.22473 2.76354 -0.11
C -0.65314 -0.79443 2.66844 -0.48
O -0.50256 -1.69806 1.60874 -0.37
H 0.27462 0.86880 3.62744 0.07
H 0.37278 0.83238 1.86105 0.03
H 1.39565 -0.28089 2.89373 0.06
H -1.63988 -0.33167 2.68582 0.08
H -0.59120 -1.35593 3.60062 0.08
O 0.68758 -1.52761 -2.85195 -0.04
H 1.21471 -1.52772 -3.65093 0.06
H 0.70192 -2.43741 -2.55485 0.06
O -1.46520 -3.92952 0.19960 -0.09
H -2.38718 -3.67824 0.25472 0.02
H -0.99431 -3.20702 0.61494 -0.05
O 2.90842 0.01203 0.24142 -0.06
H 2.77567 -0.93156 0.33221 -0.02
H 3.77912 0.16816 0.60713 0.05
C 1.99324 2.01021 -2.79011 -0.06
C 1.48965 2.97542 -1.72503 -0.38
C 0.28333 3.97780 -2.11882 -0.19
O 0.58984 4.79852 -3.23658 -0.18
C -0.43037 5.84247 -3.38047 -0.08
N 1.33400 2.20670 -0.49665 0.01
H 1.25786 1.23963 -3.02146 0.06
H 2.90505 1.48153 -2.51229 0.08
H 2.10938 2.52243 -3.74522 0.08
H 2.34481 3.64771 -1.65554 0.12
H 0.12404 4.59153 -1.23222 0.11
H -0.60111 3.34686 -2.20698 0.09
H -0.37495 6.58232 -2.58194 0.09
H -1.38411 5.35977 -3.59375 0.08
H -0.25636 6.46436 -4.25857 0.08
H 1.47819 2.85686 0.26269 0.09
H 1.97231 1.47927 -0.20765 0.02
C -2.11662 2.89795 0.93082 -0.05
C -2.91179 1.75659 0.30674 -0.38
C -4.44991 1.93370 0.31232 -0.17
O -4.99889 1.79978 1.66798 -0.18
C -6.41119 2.11893 1.72943 -0.10
N -2.40103 1.57944 -1.08547 0.02
H -2.42956 3.09616 1.95594 0.08
H -2.21862 3.85916 0.42706 0.07
H -1.05596 2.66008 1.01156 0.05
H -2.61031 0.85065 0.83256 0.13
H -4.94961 1.22427 -0.34731 0.12
H -4.57760 2.93850 -0.09041 0.12
H -7.07241 1.59185 1.04163 0.08
H -6.49532 3.19706 1.59282 0.08
H -6.90491 1.93303 2.68325 0.08
H -2.65172 2.32902 -1.71427 0.08
H -2.98715 0.87674 -1.51300 0.08
C 3.48876 -2.98641 2.43271 -0.04
C 3.21771 -3.70525 1.07273 -0.37
C 2.57929 -5.10167 1.15097 -0.19
O 2.47335 -5.70051 -0.14419 -0.18
C 2.37476 -7.09089 0.01644 -0.13
N 2.26805 -2.79678 0.37299 0.03
H 4.21134 -3.55362 3.01944 0.07
H 2.69194 -2.61193 3.07532 0.08
H 3.89851 -2.02968 2.10884 0.06
H 4.12386 -3.70915 0.46695 0.14
H 1.57518 -4.93547 1.54116 0.14
H 3.26234 -5.69636 1.75750 0.12
H 3.25571 -7.47195 0.53299 0.08
H 2.40601 -7.55270 -0.97039 0.08
H 1.44239 -7.47441 0.43080 0.09
H 1.47515 -2.74725 0.99666 0.04
H 1.80086 -3.25438 -0.39670 0.07
```

Values from the calculation:
E_LUMO = 0.393 eV
frontier orbital gap = 7.2 eV
strongest force on any atom = 2.82 eV/Å
E_HOMO = -0.250 Ha

***

# 3
DFT (ωB97M-V/def2-TZVPD) results for C41H37F7IN2O6P3STaTe as an isolated structure.

```
100
Properties=species:S:1:pos:R:3:lowdin_spin:R:1
Ta -1.45339 -2.09702 0.20831 0.00
I -0.45242 -2.66531 -2.89299 0.03
C 1.53569 -3.46246 -3.13901 0.00
C 1.52942 -4.83258 -3.14773 0.00
C 2.71122 -5.55694 -3.32480 0.00
C 3.86701 -4.89556 -3.58402 0.00
C 3.91066 -3.48627 -3.62618 0.00
C 5.12882 -2.86186 -3.96985 0.01
C 5.23620 -1.51041 -4.03786 0.00
C 4.15390 -0.72319 -3.64648 0.02
C 2.94624 -1.26936 -3.25775 0.05
P 1.86921 -0.03298 -2.46506 0.44
C 3.07927 1.03935 -1.62120 0.06
C 3.87595 0.42824 -0.64913 0.03
C 4.82960 1.15304 0.04072 0.00
C 4.99689 2.50485 -0.22903 0.04
C 4.24092 3.10950 -1.22223 0.00
C 3.28400 2.38790 -1.91954 0.03
C 1.09546 0.93308 -3.78606 0.06
C 0.90011 0.35083 -5.04107 0.04
C 0.22622 1.05018 -6.02529 0.00
C -0.28185 2.31691 -5.76561 0.05
C -0.08427 2.89895 -4.52217 0.00
C 0.58511 2.20584 -3.52920 0.04
C 2.74156 -2.69591 -3.32524 0.00
H 0.59767 -5.36854 -3.03088 0.00
H 2.68280 -6.63611 -3.28344 0.00
H 4.77838 -5.44423 -3.78148 0.00
H 5.98385 -3.48987 -4.18356 0.00
H 6.15835 -1.03712 -4.34290 0.00
H 4.27834 0.35058 -3.63691 0.00
H 3.76868 -0.62741 -0.45113 0.00
H 5.43892 0.66128 0.78608 0.00
H 5.73092 3.07683 0.32125 0.00
H 4.41105 4.14902 -1.46817 0.00
H 2.74894 2.86198 -2.72911 0.00
H 1.28030 -0.64155 -5.24704 0.00
H 0.08929 0.60236 -6.99994 0.00
H -0.83588 2.84530 -6.52890 0.00
H -0.46712 3.89148 -4.32553 0.00
H 0.71056 2.64680 -2.55064 0.00
C -4.42987 4.63696 0.35771 0.00
C -2.99764 4.76743 0.86529 0.00
C -2.96851 5.30810 2.28898 0.00
C -1.53031 5.49353 2.74959 0.00
C -0.78822 4.19513 2.62781 0.00
C 0.28503 3.91903 3.44589 0.00
C 0.96293 2.70385 3.35181 0.00
F 1.99899 2.48343 4.15872 0.00
C 0.56906 1.73319 2.47400 0.00
C -0.52595 1.98806 1.63810 0.00
C -0.98333 0.95194 0.75532 0.00
O -0.46797 -0.22149 0.83326 0.00
C -2.00775 1.30211 -0.14759 0.00
C -2.59382 2.55383 -0.07665 0.00
N -2.26249 3.46891 0.81882 0.00
C -1.20170 3.22918 1.68763 0.00
C -2.43084 0.38973 -1.24524 0.00
O -3.03941 0.74944 -2.20655 0.00
O -2.04063 -0.87419 -1.03489 0.00
H -4.97818 5.53419 0.63654 0.00
H -4.93058 3.78251 0.81445 0.00
H -4.48729 4.55655 -0.72640 0.00
H -2.45448 5.46480 0.21916 0.00
H -3.49495 4.62138 2.95719 0.00
H -3.49087 6.26256 2.31535 0.00
H -1.48887 5.85318 3.77713 0.00
H -1.03902 6.25376 2.13481 0.00
H 0.61474 4.64850 4.17397 0.00
H 1.07771 0.77926 2.41324 0.00
H -3.37961 2.77520 -0.78343 0.00
F -1.26231 -4.48799 -0.18442 0.00
P -2.92185 -4.93998 -0.31832 0.00
F -2.62617 -6.29947 0.36669 0.00
F -3.06933 -3.28685 -0.92783 0.00
F -2.61456 -5.38504 -1.78156 0.00
F -3.05956 -4.18156 1.14911 0.00
F -4.46390 -5.08285 -0.40530 0.00
C -1.29665 0.14848 5.37027 0.00
C -0.23107 -0.79087 4.84928 0.00
O -0.49969 -1.16692 3.46650 0.00
P -1.54745 -2.24014 3.03367 0.00
O -0.90858 -2.92979 1.81263 0.00
Te -3.38302 -1.17936 1.91601 0.00
O -1.70409 -3.14534 4.27746 0.00
C -2.60078 -4.27171 4.54767 0.00
C -4.06504 -3.94439 4.35547 0.00
H -1.02468 0.48165 6.37039 0.00
H -2.26410 -0.35480 5.41574 0.00
H -1.39265 1.02180 4.72364 0.00
H -0.16998 -1.69727 5.44679 0.00
H 0.74943 -0.32029 4.81435 0.00
H -2.39430 -4.50009 5.59078 0.00
H -2.29497 -5.11548 3.93075 0.00
H -4.31199 -2.98163 4.80589 0.00
H -4.65299 -4.71314 4.85449 0.00
H -4.34714 -3.93682 3.30453 0.00
S 1.15064 -2.43343 -0.05523 0.05
C 1.72614 -2.01097 1.45225 0.00
N 2.15791 -1.69540 2.47507 0.01
```

Values from the calculation:
E_LUMO (alpha / beta) = -6.278 / -7.874 eV
spin multiplicity = 2
frontier orbital gap (alpha / beta) = 6.7 / 5.2 eV
strongest force on any atom = 3.80 eV/Å
energy relative to the best compared isomer or geometry (same formula, charge and spin) = 2.244 eV
<S²> = 0.760
total charge = +2
E_HOMO (alpha / beta) = -0.479 / -0.479 Ha